# 1
{
  "formula": "C4H8EuO3",
  "method": "wB97M-V/def2-TZVPD",
  "total_energy_ev": -29742.7813,
  "multiplicity": 8,
  "lumo_energy_ha": [-0.0109, -0.0138],
  "e_above_lowest_kcal_mol": 86.0,
  "s2": 15.761,
  "symbols": ["O", "Eu", "O", "C", "C", "O", "H", "H", "H", "H", "C", "C", "H", "H", "H", "H"],
  "positions_angstrom": [[0.61997, -2.03934, 0.66613], [-0.06531, -1.51735, -1.46878], [-1.08943, -0.01108, -0.16247], [-0.85622, 1.28861, -0.65302], [-0.30166, 1.36788, -2.08146], [0.23411, 0.20617, -2.63487], [-0.12823, 1.78507, 0.02030], [-1.82493, 1.82274, -0.63180], [0.50284, 2.13355, -2.06900], [-1.15948, 1.66499, -2.72429], [1.39467, -1.21424, 1.52400], [-0.04116, -1.09832, 1.88294], [1.90196, -0.29246, 1.22042], [2.00805, -1.81714, 2.20260], [-0.06273, -1.15300, 2.97857], [-1.13245, -1.12608, 1.93072]],
  "lowdin_charge": [-0.32, 1.49, -0.48, -0.38, -0.40, -0.51, 0.09, 0.09, 0.10, 0.10, -0.22, 0.00, 0.12, 0.12, 0.08, 0.12]
}

---

# 2
{
  "formula": "C23H21N4O4RhS3Te",
  "method": "wB97M-V/def2-TZVPD",
  "total_energy_ev": -81149.0890,
  "multiplicity": 5,
  "lumo_energy_ha": [-0.0006, -0.1183],
  "e_above_lowest_kcal_mol": 0.0,
  "s2": 6.023,
  "symbols": ["Rh", "C", "C", "N", "C", "C", "N", "C", "O", "O", "C", "O", "O", "H", "H", "H", "H", "H", "C", "C", "C", "C", "C", "C", "Te", "C", "C", "C", "H", "H", "H", "H", "H", "H", "H", "H", "H", "H", "H", "S", "C", "S", "C", "N", "N", "C", "C", "C", "C", "C", "C", "S", "H", "H", "H", "H", "H"],
  "positions_angstrom": [[-0.53941, -1.64057, -0.90751], [1.74649, -0.25510, -3.85217], [0.76335, -1.36353, -4.00227], [-0.07810, -1.78557, -3.08229], [-0.82648, -2.80824, -3.63741], [-0.42740, -2.99036, -4.92976], [0.57444, -2.07521, -5.12793], [-0.75055, -3.91132, -6.06187], [-1.76360, -4.72182, -5.91237], [-0.06381, -3.84982, -7.05707], [-1.90427, -3.47298, -2.84259], [-2.66328, -4.26392, -3.41443], [-1.97733, -3.14613, -1.60599], [1.67973, 0.15074, -2.84583], [1.54139, 0.54204, -4.56881], [2.76504, -0.60918, -4.01993], [1.06725, -2.00363, -6.00536], [-2.18685, -4.60774, -4.99566], [-3.16539, 5.67175, 1.27490], [-3.00758, 4.29075, 0.69495], [-2.10144, 3.38649, 1.22912], [-1.95177, 2.10286, 0.71850], [-0.96485, 1.18224, 1.39456], [-2.75292, 1.72022, -0.37666], [-2.72124, -0.22560, -1.13651], [-3.68131, 2.62455, -0.94288], [-4.58594, 2.26212, -2.10200], [-3.78364, 3.89166, -0.39170], [-2.42053, 5.86899, 2.04570], [-4.15675, 5.79014, 1.71923], [-3.06616, 6.43252, 0.49732], [-1.49217, 3.68594, 2.07652], [-0.25587, 1.75161, 1.99561], [-0.40551, 0.59283, 0.67666], [-1.47794, 0.47912, 2.05594], [-4.02628, 1.85311, -2.94211], [-5.12760, 3.14018, -2.45030], [-5.31904, 1.50893, -1.80391], [-4.49570, 4.59244, -0.81897], [6.27231, -2.09884, 2.37982], [4.66035, -2.21151, 2.06669], [4.02149, -2.89337, 0.60366], [2.39430, -2.50775, 1.09804], [2.32554, -1.94234, 2.24497], [3.57903, -1.78518, 2.80088], [3.61809, -1.09204, 4.06521], [2.71351, -0.05818, 4.27718], [2.71336, 0.61632, 5.48846], [3.61262, 0.26183, 6.48571], [4.50503, -0.77491, 6.26350], [4.51152, -1.46039, 5.05600], [1.02404, -2.93293, 0.12126], [2.01878, 0.20782, 3.49204], [2.00937, 1.42452, 5.65009], [3.61454, 0.79019, 7.43144], [5.20670, -1.06169, 7.03615], [5.20242, -2.27206, 4.89418]],
  "lowdin_charge": [0.43, 0.01, -0.34, 0.03, -0.12, -0.06, 0.18, -0.49, 0.15, 0.10, -0.58, 0.05, -0.23, 0.08, 0.09, 0.09, 0.18, 0.09, -0.04, -0.25, -0.01, -0.30, -0.09, -0.51, 1.28, -0.32, -0.11, -0.01, 0.08, 0.09, 0.08, 0.12, 0.08, 0.01, 0.09, 0.06, 0.08, 0.07, 0.12, 0.60, -1.11, 0.98, -1.08, 0.02, -0.14, -0.20, -0.02, -0.08, -0.09, -0.07, -0.05, 0.57, 0.10, 0.10, 0.10, 0.11, 0.08]
}

---

# 3
{
  "formula": "C18H31Cl3N5OPmSe2Si",
  "method": "wB97M-V/def2-TZVPD",
  "total_charge": 2,
  "total_energy_ev": -221353.0663,
  "multiplicity": 5,
  "lumo_energy_ha": [-0.2371, -0.2372],
  "e_above_lowest_kcal_mol": 1.6,
  "s2": 6.005,
  "symbols": ["Pm", "N", "C", "C", "N", "C", "C", "N", "H", "H", "H", "H", "H", "H", "H", "H", "H", "H", "H", "H", "H", "Se", "Se", "C", "C", "C", "C", "C", "N", "C", "C", "C", "C", "C", "N", "H", "H", "H", "H", "H", "H", "H", "H", "Cl", "Si", "Cl", "Cl", "C", "C", "O", "C", "C", "H", "H", "H", "H", "H", "H", "H", "H", "H", "H"],
  "positions_angstrom": [[-0.33861, -0.60763, -0.26036], [0.45621, -3.05258, 0.04140], [-0.44620, -3.85364, 0.90760], [-0.71931, -3.12252, 2.20126], [-1.27199, -1.79333, 1.91080], [-1.41460, -0.92466, 3.08852], [-2.00507, 0.39429, 2.65022], [-1.08545, 1.02387, 1.67095], [1.37955, -2.98547, 0.46670], [0.58761, -3.53979, -0.84237], [-1.37613, -4.01040, 0.35872], [-0.02973, -4.84390, 1.10574], [-1.40395, -3.70797, 2.82433], [0.18863, -2.99106, 2.78500], [-2.20928, -1.93892, 1.53622], [-2.03614, -1.39432, 3.85767], [-0.42331, -0.77383, 3.52722], [-2.96790, 0.23508, 2.15714], [-2.18893, 1.05029, 3.50263], [-1.53658, 1.79717, 1.18609], [-0.30848, 1.43562, 2.18153], [3.56441, 0.08456, -0.87999], [2.09083, 1.25269, 0.56726], [2.53386, 0.15491, 2.06978], [3.40906, 0.65357, 3.01958], [3.83066, -0.20438, 4.02795], [3.38317, -1.51063, 4.01522], [2.49186, -1.89841, 3.02352], [2.03539, -1.08125, 2.07058], [2.48262, 0.32405, -2.44557], [3.15311, 0.65051, -3.61465], [2.41751, 0.78773, -4.78093], [1.04153, 0.64397, -4.72557], [0.46387, 0.34004, -3.50653], [1.16193, 0.15165, -2.37755], [3.76737, 1.67127, 2.96236], [4.51762, 0.14649, 4.78627], [3.70713, -2.22988, 4.75294], [2.13683, -2.92077, 3.00348], [4.22193, 0.81089, -3.61336], [2.91686, 1.02997, -5.70927], [0.41630, 0.76661, -5.59738], [-0.61094, 0.24405, -3.43837], [-2.86059, -1.16707, -0.74894], [-1.60685, -2.19329, -2.51483], [-2.15729, -4.16251, -2.26216], [-2.70246, -1.54737, -4.13487], [-3.52874, 2.29881, -1.06790], [-2.42299, 1.87222, -1.99786], [-1.14367, 1.75325, -1.30809], [-0.28627, 2.88871, -1.56911], [-0.76192, 4.17018, -0.93264], [-4.47791, 2.30477, -1.60546], [-3.37373, 3.30105, -0.67145], [-3.64249, 1.60195, -0.23576], [-2.28842, 2.57467, -2.82361], [-2.63710, 0.89973, -2.43895], [-0.19458, 2.98641, -2.65510], [0.69736, 2.61281, -1.19410], [-0.94125, 4.05071, 0.13739], [-1.66857, 4.56417, -1.38876], [0.01422, 4.92684, -1.05460]],
  "lowdin_charge": [1.29, -0.09, -0.23, -0.20, -0.18, -0.20, -0.21, -0.07, 0.07, 0.07, 0.07, 0.13, 0.14, 0.09, 0.05, 0.14, 0.12, 0.12, 0.13, 0.07, 0.07, 0.81, 0.72, -0.70, -0.07, -0.01, -0.01, -0.12, 0.01, -0.67, -0.08, -0.01, -0.01, -0.18, -0.09, 0.12, 0.13, 0.13, 0.11, 0.11, 0.13, 0.13, 0.04, 0.16, -0.39, 0.25, 0.25, -0.06, -0.27, -0.34, -0.27, -0.05, 0.10, 0.08, 0.05, 0.14, 0.04, 0.13, 0.04, 0.08, 0.08, 0.10]
}

---

# 4
{
  "formula": "C22H29F4N4STeV",
  "method": "wB97M-V/def2-TZVPD",
  "total_charge": 1,
  "total_energy_ev": -83926.1226,
  "multiplicity": 4,
  "lumo_energy_ha": [-0.0875, -0.0882],
  "e_above_lowest_kcal_mol": 11.8,
  "s2": 3.762,
  "symbols": ["V", "C", "C", "N", "C", "C", "C", "C", "N", "C", "C", "F", "C", "F", "C", "C", "F", "C", "F", "H", "H", "H", "H", "H", "H", "H", "H", "H", "H", "H", "H", "H", "H", "H", "C", "Te", "C", "C", "C", "C", "C", "C", "C", "H", "H", "H", "H", "H", "H", "H", "H", "C", "N", "C", "N", "S", "H", "H", "H", "H", "H", "H"],
  "positions_angstrom": [[0.65383, -0.18489, -0.65830], [-0.00676, -4.60831, -0.28801], [0.33186, -3.14475, -0.05317], [0.01848, -2.20915, -1.17399], [0.61155, -2.68186, -2.44082], [2.12770, -2.67329, -2.40090], [-1.44545, -2.00995, -1.30469], [-2.01833, -1.15749, -0.13210], [-0.94602, -0.38718, 0.48482], [-0.77448, -0.35757, 1.84266], [0.53346, -0.39565, 2.34251], [1.54570, -0.58407, 1.41549], [0.84471, -0.36133, 3.68138], [2.12394, -0.42010, 4.05235], [-0.16484, -0.29607, 4.62633], [-1.46818, -0.28325, 4.16555], [-2.47434, -0.21806, 5.03858], [-1.77945, -0.31075, 2.81611], [-3.06578, -0.23726, 2.43257], [0.11706, -5.15152, 0.64829], [0.64938, -5.07691, -1.02097], [-1.03759, -4.75482, -0.60982], [1.39695, -3.04543, 0.16670], [-0.19927, -2.76989, 0.82118], [0.25955, -2.01071, -3.22125], [0.24173, -3.68116, -2.69014], [2.51972, -1.72884, -1.99999], [2.53130, -2.78082, -3.40719], [2.53545, -3.47756, -1.78959], [-1.96146, -2.97339, -1.34448], [-1.61788, -1.51136, -2.26023], [-2.49616, -1.81183, 0.60095], [-2.80426, -0.50845, -0.53150], [0.05495, -0.26436, 5.68229], [-0.17628, 0.19217, -4.83608], [0.07777, 1.20156, -2.97223], [2.14330, 1.35302, -3.50854], [2.23467, 0.90148, -4.94249], [3.43336, 1.03646, -5.64081], [3.52330, 0.64033, -6.96197], [2.41085, 0.10826, -7.60345], [1.21899, -0.02927, -6.91649], [1.12460, 0.35971, -5.58186], [-1.01093, 0.65332, -5.36101], [-0.42303, -0.85471, -4.67275], [2.73962, 0.72363, -2.84648], [2.46104, 2.38222, -3.35799], [4.29798, 1.46011, -5.14471], [4.45605, 0.75305, -7.49732], [2.47335, -0.19259, -8.64033], [0.35058, -0.43890, -7.41755], [-0.78439, 5.43513, -0.47933], [0.21971, 4.38970, -0.56636], [0.12706, 3.17834, -0.02795], [-1.00725, 2.78126, 0.53301], [1.50931, 2.14454, -0.05011], [-0.63432, 6.12557, -1.30525], [-0.71940, 5.97846, 0.46437], [-1.78461, 5.01863, -0.59172], [1.14939, 4.64275, -0.85908], [-1.83518, 3.35331, 0.55279], [-1.07976, 1.81696, 0.83038]],
  "lowdin_charge": [0.42, -0.06, -0.21, -0.28, -0.24, -0.05, -0.16, -0.18, -0.16, -0.23, -0.14, -0.02, -0.21, 0.11, 0.08, -0.21, 0.11, -0.15, 0.10, 0.09, 0.08, 0.08, 0.12, 0.11, 0.07, 0.13, 0.07, 0.09, 0.08, 0.12, 0.10, 0.12, 0.12, 0.14, -0.40, 1.39, -0.40, -0.28, -0.03, -0.07, -0.07, -0.03, -0.28, 0.06, 0.04, 0.05, 0.06, 0.12, 0.11, 0.11, 0.12, -0.04, -0.04, -0.84, 0.16, 0.65, 0.10, 0.10, 0.08, 0.13, 0.11, 0.07]
}